No. 1
Formula: C33H97N17O12
Source: the Open Molecules 2025 dataset
Level of theory: ωB97M-V with the def2-TZVPD basis set

Summary:
SMILES = COC[C@H](C)N.COC[C@H](C)N.COC[C@H](C)N.COC[C@H](C)N.COC[C@H](C)N.COC[C@H](C)N.COC[C@H](C)N.NC(N)=O.NC(N)=O.NC(N)=O.NC(N)=O.NC(N)=O
Gap between HOMO and LUMO = 9.21 eV
DFT total energy = -85696.4005 eV
Largest force on an atom = 3.4 eV Å⁻¹
Highest occupied orbital energy = -8.849 eV
Energy above the lowest of the compared OMol25 structures with the same formula, charge and spin = 212.48 kJ/mol
LUMO = 0.362 eV
Molar mass = 924.246 g/mol

CARTESIAN COORDINATES (ANGSTROEM)
C: 5.862 -0.798 -7.259
O: 5.533 -1.159 -5.929
C: 4.112 -1.156 -5.704
C: 3.875 -1.282 -4.202
C: 4.177 -2.698 -3.717
N: 2.475 -0.951 -3.879
H: 5.295 0.153 -7.487
H: 5.594 -1.591 -7.972
H: 6.914 -0.614 -7.360
H: 3.682 -0.181 -6.050
H: 3.638 -1.975 -6.302
H: 4.521 -0.537 -3.715
H: 3.772 -2.822 -2.689
H: 5.240 -2.980 -3.717
H: 3.653 -3.449 -4.326
H: 2.105 -0.050 -4.236
H: 1.788 -1.621 -4.182
C: 3.254 3.078 5.217
O: 3.796 1.805 4.981
C: 4.224 1.509 3.659
C: 3.045 1.214 2.746
C: 2.218 0.024 3.206
N: 3.550 1.238 1.368
H: 3.016 3.178 6.294
H: 2.373 3.318 4.603
H: 3.998 3.851 5.032
H: 4.774 2.351 3.233
H: 4.788 0.611 3.693
H: 2.417 2.074 2.759
H: 2.332 0.004 4.279
H: 2.673 -0.933 2.855
H: 1.184 0.047 2.853
H: 4.196 0.528 1.112
H: 4.164 2.003 1.209
C: -1.733 -7.248 0.914
O: -2.198 -5.936 0.862
C: -2.850 -5.585 -0.327
C: -1.907 -5.414 -1.527
C: -0.650 -4.594 -1.213
N: -2.655 -4.843 -2.720
H: -1.000 -7.340 0.144
H: -2.570 -7.968 0.787
H: -1.312 -7.372 1.914
H: -3.631 -6.340 -0.584
H: -3.458 -4.711 -0.134
H: -1.581 -6.406 -1.808
H: 0.020 -4.444 -2.107
H: -0.062 -5.096 -0.488
H: -0.901 -3.590 -0.858
H: -3.162 -5.660 -2.995
H: -3.408 -4.207 -2.403
C: -4.846 2.306 4.781
O: -3.475 2.577 5.026
C: -2.940 2.800 3.743
C: -1.473 3.103 3.839
C: -1.104 4.522 4.221
N: -0.945 2.685 2.468
H: -5.385 3.130 4.333
H: -5.320 2.085 5.720
H: -4.828 1.386 4.169
H: -3.127 1.978 3.089
H: -3.567 3.536 3.222
H: -0.955 2.495 4.631
H: -1.464 5.311 3.562
H: -0.077 4.782 4.522
H: -1.629 4.733 5.146
H: -1.367 1.783 2.292
H: 0.040 2.784 2.443
C: -6.326 0.978 1.683
O: -5.192 1.750 1.474
C: -5.305 2.614 0.380
C: -4.457 2.164 -0.872
C: -3.010 2.390 -0.676
N: -4.932 2.822 -2.042
H: -6.601 0.395 0.791
H: -7.209 1.561 2.010
H: -6.116 0.211 2.445
H: -6.377 2.674 0.069
H: -5.138 3.646 0.806
H: -4.787 1.131 -1.040
H: -2.654 1.850 0.222
H: -2.837 3.468 -0.722
H: -2.535 1.949 -1.544
H: -4.609 2.327 -2.868
H: -4.646 3.772 -2.168
C: -0.864 -4.977 4.238
O: -1.421 -3.591 4.205
C: -1.728 -3.081 2.927
C: -2.540 -1.785 3.148
C: -3.958 -2.122 3.488
N: -2.412 -0.874 1.991
H: -0.893 -5.362 5.224
H: 0.104 -5.074 3.796
H: -1.594 -5.460 3.630
H: -0.872 -3.015 2.205
H: -2.331 -3.896 2.449
H: -2.057 -1.285 3.997
H: -3.973 -2.836 4.323
H: -4.508 -2.617 2.639
H: -4.523 -1.189 3.692
H: -3.187 -0.226 2.109
H: -1.552 -0.406 2.214
C: 0.786 3.660 -2.503
O: 2.191 4.034 -2.319
C: 3.056 2.908 -2.282
C: 4.573 3.273 -2.264
C: 5.375 1.954 -2.412
N: 4.871 3.999 -1.074
H: 0.325 3.634 -1.569
H: 0.792 2.745 -3.068
H: 0.348 4.431 -3.146
H: 2.796 2.157 -1.470
H: 2.706 2.278 -3.128
H: 4.779 3.997 -3.069
H: 6.431 2.195 -2.431
H: 5.115 1.464 -3.361
H: 5.205 1.313 -1.551
H: 4.984 4.987 -1.264
H: 4.213 3.855 -0.308
N: 0.408 1.168 -0.040
C: 0.658 0.167 -0.954
N: 1.863 -0.442 -0.993
O: -0.177 -0.233 -1.722
H: -0.476 1.581 -0.333
H: 1.059 1.904 0.240
H: 2.037 -0.895 -1.915
H: 2.569 -0.197 -0.317
N: -4.471 -0.780 -2.516
C: -4.139 -1.129 -1.214
N: -2.860 -1.251 -0.912
O: -5.020 -1.343 -0.362
H: -5.476 -1.008 -2.493
H: -3.944 -1.344 -3.199
H: -2.699 -1.373 0.091
H: -2.114 -0.953 -1.506
N: 4.531 -4.127 -0.018
C: 3.713 -3.081 0.221
N: 2.430 -3.433 -0.032
O: 4.091 -2.107 0.829
H: 5.539 -3.881 0.010
H: 4.198 -4.726 -0.731
H: 2.364 -3.947 -0.919
H: 1.800 -2.643 -0.001
N: 1.595 5.714 2.288
C: 2.035 5.169 1.150
N: 2.433 5.992 0.150
O: 1.886 3.949 0.949
H: 1.405 6.711 2.375
H: 1.063 5.097 2.899
H: 2.775 6.894 0.409
H: 2.548 5.564 -0.776
N: -1.747 0.069 -4.071
C: -1.783 -1.256 -4.554
N: -0.679 -2.012 -4.092
O: -2.729 -1.691 -5.246
H: -2.661 0.444 -3.895
H: -1.082 0.097 -3.301
H: -0.282 -1.921 -3.159
H: -0.890 -2.964 -4.381

No. 2
Formula: C34H101N19O13
Source: the Open Molecules 2025 dataset
Level of theory: ωB97M-V with the def2-TZVPD basis set

Summary:
Gap between HOMO and LUMO = 9.06 eV
DFT total energy = -91817.9422 eV
Largest force on an atom = 6.8 eV Å⁻¹
Highest occupied orbital energy = -8.970 eV
Energy above the lowest of the compared OMol25 structures with the same formula, charge and spin = 1142.86 kJ/mol
LUMO = 0.090 eV
Molar mass = 984.302 g/mol

CARTESIAN COORDINATES (ANGSTROEM)
C: -16.019 19.606 6.813
O: -16.272 20.253 5.811
N: -14.837 19.207 7.161
N: -16.876 19.314 7.787
H: -14.131 19.700 6.634
H: -14.730 18.510 7.884
H: -16.414 18.979 8.620
H: -17.656 19.955 7.793
C: -7.405 22.474 12.481
O: -8.558 22.460 12.240
N: -6.762 23.520 12.928
N: -6.580 21.488 12.245
H: -7.240 24.381 13.150
H: -5.794 23.386 13.183
H: -6.964 20.715 11.721
H: -5.575 21.561 12.312
C: -12.308 23.324 7.190
O: -11.644 22.739 6.348
N: -13.356 24.101 7.068
N: -12.174 23.344 8.479
H: -13.557 24.575 7.937
H: -13.718 24.213 6.132
H: -11.312 22.944 8.823
H: -12.828 23.833 9.073
C: -13.453 27.330 11.957
O: -13.789 26.750 10.998
N: -13.408 28.603 11.998
N: -12.921 26.727 12.962
H: -13.629 29.090 11.142
H: -12.811 28.955 12.733
H: -12.675 25.752 12.869
H: -12.681 27.317 13.745
C: -22.012 20.556 13.983
O: -21.733 19.391 14.045
N: -21.922 21.337 15.013
N: -22.543 21.146 13.002
H: -22.114 22.324 14.919
H: -21.453 21.029 15.853
H: -22.570 22.155 13.013
H: -22.443 20.600 12.158
C: -10.607 23.043 17.536
O: -10.944 24.189 17.508
N: -11.375 22.054 17.295
N: -9.390 22.666 18.025
H: -12.347 22.120 17.027
H: -10.930 21.176 17.066
H: -8.927 23.506 18.340
H: -9.249 21.765 18.460
C: -5.863 14.939 18.887
C: -6.316 15.924 20.010
C: -7.493 16.957 19.525
O: -7.006 17.896 18.566
C: -7.514 17.762 17.258
N: -6.681 15.021 21.091
H: -5.193 14.134 19.190
H: -5.436 15.475 18.039
H: -6.728 14.441 18.451
H: -5.470 16.574 20.235
H: -7.819 17.508 20.407
H: -8.404 16.371 19.406
H: -8.567 18.033 17.196
H: -7.233 16.833 16.761
H: -6.939 18.432 16.618
H: -6.000 14.316 21.332
H: -7.526 14.568 20.772
C: -11.251 11.869 11.869
C: -11.477 11.242 10.498
C: -10.936 11.997 9.250
O: -11.429 13.400 9.247
C: -10.917 14.171 8.211
N: -10.717 9.970 10.546
H: -11.847 12.778 11.945
H: -10.211 12.090 12.111
H: -11.716 11.182 12.577
H: -12.553 11.205 10.333
H: -11.429 11.633 8.349
H: -9.855 12.136 9.261
H: -11.604 14.081 7.370
H: -9.908 14.106 7.804
H: -11.027 15.214 8.506
H: -9.776 10.235 10.798
H: -10.979 9.525 11.414
C: -20.358 26.439 8.630
C: -21.119 25.102 8.913
C: -22.635 25.141 8.501
O: -22.895 25.547 7.129
C: -24.224 25.470 6.687
N: -20.374 24.077 8.164
H: -20.571 26.831 7.635
H: -19.312 26.278 8.892
H: -20.540 27.199 9.390
H: -21.091 25.004 9.998
H: -23.182 25.780 9.195
H: -23.092 24.157 8.601
H: -24.424 26.208 5.910
H: -24.976 25.426 7.474
H: -24.448 24.573 6.111
H: -19.427 24.389 8.005
H: -20.826 24.072 7.260
C: -18.350 11.600 17.076
C: -19.766 10.996 17.633
C: -19.604 10.428 19.038
O: -18.666 9.323 19.166
C: -18.622 8.683 20.397
N: -20.607 12.164 17.678
H: -17.938 12.330 17.773
H: -18.283 12.008 16.068
H: -17.740 10.713 17.249
H: -20.090 10.185 16.980
H: -20.559 10.122 19.464
H: -19.307 11.241 19.701
H: -19.581 8.256 20.688
H: -18.180 9.336 21.150
H: -17.976 7.825 20.210
H: -20.740 12.484 16.729
H: -21.561 11.914 17.894
C: -13.795 19.770 12.601
C: -14.937 19.308 13.529
C: -15.988 20.421 13.683
O: -15.611 21.454 14.642
C: -16.257 22.680 14.321
N: -15.376 18.117 12.823
H: -13.752 19.627 11.521
H: -12.827 19.516 13.032
H: -13.682 20.831 12.821
H: -14.450 19.007 14.457
H: -16.886 20.127 14.227
H: -16.182 20.809 12.684
H: -16.376 22.920 13.264
H: -15.609 23.440 14.758
H: -17.311 22.775 14.583
H: -16.262 17.853 13.229
H: -14.698 17.368 12.811
C: -20.242 28.248 19.340
C: -19.788 26.862 19.183
C: -18.775 26.408 20.264
O: -17.613 27.197 20.310
C: -16.751 27.292 19.197
N: -20.893 25.969 19.291
H: -20.558 28.727 18.414
H: -19.389 28.810 19.721
H: -20.913 28.403 20.185
H: -19.311 26.736 18.211
H: -18.454 25.372 20.155
H: -19.206 26.390 21.265
H: -16.493 26.338 18.735
H: -15.799 27.655 19.585
H: -17.186 27.978 18.470
H: -20.710 24.975 19.310
H: -21.433 26.195 20.114
C: -25.427 26.849 14.901
C: -24.367 27.196 13.915
C: -24.425 28.697 13.695
O: -23.664 29.119 12.595
C: -23.724 30.530 12.301
N: -23.146 26.557 14.390
H: -25.688 25.791 14.866
H: -26.403 27.326 14.814
H: -25.148 26.965 15.948
H: -24.520 26.697 12.959
H: -24.062 29.267 14.549
H: -25.448 28.951 13.418
H: -23.594 31.038 13.256
H: -24.709 30.889 12.003
H: -22.941 30.823 11.601
H: -22.509 27.186 13.922
H: -23.064 26.596 15.396

No. 3
Formula: C34H16BrF4IrN4O11PS5
Source: the Open Molecules 2025 dataset
Level of theory: ωB97M-V with the def2-TZVPD basis set

Summary:
Gap between HOMO and LUMO (alpha / beta) = 6.13 / 6.38 eV
Expectation value of S² = 0.768
2S+1 = 2
DFT total energy = -211206.9217 eV
Largest force on an atom = 0.8 eV Å⁻¹
Highest occupied orbital energy (alpha / beta) = -8.053 / -9.074 eV
Energy above the lowest of the compared OMol25 structures with the same formula, charge and spin = 109.68 kJ/mol
LUMO (alpha / beta) = -1.919 / -2.695 eV
Molar mass = 1195.941 g/mol

CARTESIAN COORDINATES (ANGSTROEM)
Ir: -1.117 0.045 -0.194
S: -7.764 -2.178 0.674
C: -6.213 -1.782 0.434
S: -5.000 -1.841 1.683
C: -3.663 -1.326 0.714
C: -3.948 -1.028 -0.618
S: -2.726 -0.619 -1.723
S: -5.594 -1.215 -1.097
S: -2.098 -1.254 1.358
F: 6.167 0.502 -1.730
C: 4.904 0.150 -1.558
C: 4.493 -1.137 -1.810
F: 5.354 -2.053 -2.234
C: 3.163 -1.466 -1.623
F: 2.863 -2.735 -1.915
C: 2.182 -0.573 -1.176
P: 0.500 -1.367 -0.952
C: 0.109 -1.931 -2.632
C: 0.593 -1.248 -3.744
C: 0.217 -1.640 -5.020
C: -0.646 -2.710 -5.194
C: -1.153 -3.378 -4.088
C: -0.789 -2.983 -2.811
C: 0.848 -2.833 0.076
C: 0.999 -4.121 -0.435
C: 1.268 -5.181 0.416
C: 1.401 -4.969 1.781
C: 1.254 -3.691 2.296
C: 0.971 -2.630 1.450
C: 2.630 0.743 -0.951
Br: 1.597 2.237 -0.438
C: 3.965 1.076 -1.141
F: 4.405 2.314 -0.932
H: 1.253 -0.399 -3.620
H: 0.601 -1.104 -5.878
H: -0.933 -3.018 -6.191
H: -1.843 -4.202 -4.216
H: -1.212 -3.492 -1.955
H: 0.929 -4.309 -1.496
H: 1.385 -6.175 0.006
H: 1.619 -5.799 2.440
H: 1.354 -3.511 3.358
H: 0.841 -1.636 1.855
O: -0.939 1.422 2.933
C: 0.078 0.893 2.532
O: 0.275 0.371 1.360
C: 1.324 0.832 3.382
C: 1.248 1.105 4.743
C: 2.384 1.035 5.539
C: 3.612 0.705 4.983
C: 3.663 0.449 3.625
C: 2.546 0.499 2.817
N: 4.954 0.097 3.002
O: 4.951 -0.190 1.819
O: 5.943 0.119 3.704
H: 0.286 1.374 5.159
H: 2.315 1.242 6.598
H: 4.512 0.650 5.577
H: 2.633 0.284 1.763
O: -4.097 7.428 -0.555
N: -3.208 6.834 -1.130
O: -2.442 7.328 -1.933
C: -3.048 5.411 -0.830
C: -2.052 4.703 -1.444
C: -1.896 3.349 -1.168
C: -2.708 2.658 -0.203
O: -2.544 1.501 0.262
C: -3.790 3.462 0.307
C: -3.937 4.792 0.046
N: -4.819 2.847 1.166
O: -5.393 3.579 1.946
O: -5.072 1.671 1.006
N: -0.865 2.692 -1.938
O: -0.862 1.439 -2.025
O: -0.078 3.351 -2.563
H: -1.398 5.188 -2.152
H: -4.743 5.347 0.502

No. 4
Formula: C34H17ClF15OSi
Source: the Open Molecules 2025 dataset
Level of theory: ωB97M-V with the def2-TZVPD basis set

Summary:
Charge = +1
Gap between HOMO and LUMO = 6.92 eV
DFT total energy = -98732.2393 eV
Largest force on an atom = 3.7 eV Å⁻¹
Highest occupied orbital energy = -11.666 eV
Energy above the lowest of the compared OMol25 structures with the same formula, charge and spin = 256.59 kJ/mol
LUMO = -4.748 eV
Molar mass = 790.018 g/mol

CARTESIAN COORDINATES (ANGSTROEM)
F: -7.423 -1.456 -1.518
C: -6.176 -0.985 -1.717
C: -5.863 0.338 -1.413
F: -6.825 1.170 -0.976
C: -4.544 0.772 -1.527
F: -4.274 2.051 -1.159
C: -3.495 -0.046 -1.950
Si: -1.689 0.577 -1.855
C: -1.820 2.275 -2.724
C: -1.468 3.482 -2.110
F: -1.139 3.453 -0.787
C: -1.411 4.710 -2.777
F: -1.143 5.840 -2.098
C: -1.645 4.756 -4.149
F: -1.455 5.891 -4.837
C: -2.080 3.597 -4.787
F: -2.447 3.659 -6.084
C: -2.162 2.401 -4.074
F: -2.600 1.299 -4.740
C: -1.090 -0.255 -0.248
C: -1.413 0.240 1.029
F: -2.138 1.390 1.105
C: -1.002 -0.351 2.229
F: -1.224 0.271 3.410
C: -0.309 -1.561 2.214
F: 0.053 -2.171 3.351
C: 0.043 -2.097 0.973
F: 0.804 -3.201 0.924
C: -0.344 -1.445 -0.204
F: 0.077 -2.039 -1.354
O: -0.471 0.031 -2.961
C: 0.763 0.253 -3.221
C: 1.951 0.611 -2.270
C: 3.069 0.582 -3.379
C: 2.660 -0.146 -4.659
C: 1.180 -0.343 -4.568
C: -3.858 -1.351 -2.300
F: -2.900 -2.195 -2.765
C: -5.169 -1.832 -2.181
F: -5.458 -3.118 -2.465
H: 1.824 -0.271 -1.488
H: 3.144 1.650 -3.666
H: 3.996 0.264 -2.897
H: 2.950 0.488 -5.504
H: 3.241 -1.062 -4.743
H: 0.918 -1.414 -4.665
H: 0.631 0.137 -5.382
Cl: 5.418 -1.840 2.755
C: 4.630 -0.797 1.640
C: 3.302 -0.396 1.843
C: 2.638 0.345 0.859
C: 3.328 0.824 -0.248
C: 2.588 1.666 -1.363
C: 3.758 2.701 -1.839
C: 3.052 4.054 -2.134
C: 1.865 3.966 -1.214
C: 1.619 2.687 -0.811
C: 4.666 0.450 -0.433
C: 5.332 -0.313 0.526
H: 2.783 -0.680 2.760
H: 1.569 0.521 0.943
H: 4.408 2.949 -0.963
H: 4.431 2.375 -2.646
H: 3.721 4.915 -1.948
H: 2.743 4.082 -3.183
H: 1.285 4.855 -0.998
H: 0.852 2.351 -0.128
H: 5.208 0.742 -1.337
H: 6.387 -0.555 0.387